1.
Molecular formula: C4H8N4S
Method: DFT, ωB97M-V with the def2-TZVPD basis set

Each line ends with the Mulliken charge.
Geometry (Å):
C: 2.854139 0.327909 -0.462999  -0.1139
C: 1.788310 0.652800 0.366523  -0.4247
C: -2.211912 1.673638 -0.692092  -0.5460
C: -0.598585 -2.225490 0.774149  -0.6979
N: 1.917171 -0.612161 0.395490  -0.3328
N: -1.355581 -0.231013 -0.116529  0.0128
N: -1.214677 0.781013 -0.997694  -0.5718
N: -0.498142 -1.194933 -0.216540  -0.4649
S: 4.462586 0.825219 0.258398  -0.8062
H: 2.795559 0.142118 -1.585061  0.2878
H: 1.368890 1.525208 0.667522  0.3624
H: -1.778661 2.713503 -0.275316  0.0969
H: -2.838434 1.932541 -1.526862  0.1725
H: -2.911456 1.239581 0.160094  0.2845
H: -0.364532 -3.286310 0.435224  0.1617
H: 0.226467 -2.062295 1.492437  0.2307
H: -1.641144 -2.201328 1.323250  0.3491

Forces on atoms 1 to 3 (eV/Å):
2.11 -0.89 -1.12
0.30 -2.82 -1.38
-1.39 2.45 2.95

The calculation puts the strongest force on any atom at 4.1 eV/A. The calculation puts the total energy at -774.186643 hartree. The multiplicity is 1. Its LUMO energy is 6.16 eV. Its frontier orbital gap is 0.2114 Ha. The relative energy (zero: lowest compared OMol25 entry of this formula, charge and spin) is 237.0 kJ/mol. As for the net charge: -2.

2.
Molecular formula: C12H23AsGeI3NOPd
Method: DFT, ωB97M-V with the def2-TZVPD basis set

Each line ends with the Mulliken charge.
Geometry (Å):
Pd: -0.116722 -0.440663 0.810859  0.4671
C: 1.650180 -2.732623 -0.779374  -1.0434
As: 2.678969 -1.105958 -0.445185  0.8662
C: 3.371216 -0.605298 -2.200888  -1.1006
C: 4.131851 -1.574974 0.701293  -1.0900
O: 1.831293 0.141463 0.488419  -0.7198
H: 1.150601 -3.032082 0.137959  0.3502
H: 2.397552 -3.489648 -1.140401  0.4297
H: 0.977537 -2.464151 -1.589004  0.1731
H: 2.591702 -0.862800 -2.941628  0.3496
H: 4.213513 -1.262670 -2.342311  0.4115
H: 3.717625 0.457331 -2.280147  0.3200
H: 5.126656 -1.631781 0.216980  0.3740
H: 3.901316 -2.600953 1.137813  0.3362
H: 4.138453 -0.941072 1.609531  0.3239
C: 1.104047 3.322925 -0.530701  -1.1332
Ge: -0.350448 2.992768 0.736176  0.7776
C: 0.022626 3.063638 2.681947  -1.1779
C: -1.850318 4.198825 0.560303  -1.2904
C: -1.193932 1.258564 0.135271  -0.8407
H: 1.450076 4.374436 -0.327565  0.3888
H: 0.925137 3.263140 -1.635468  0.3265
H: 1.928272 2.710969 -0.256710  0.2992
H: 0.623411 3.944849 2.962691  0.3792
H: 0.586089 2.209401 3.083008  0.3341
H: -0.903334 3.188073 3.257376  0.3762
H: -1.555475 5.067991 -0.035241  0.3709
H: -2.156630 4.549945 1.563212  0.3642
H: -2.660281 3.603588 0.095448  0.3869
H: -2.233617 1.012963 0.469213  0.7501
I: 0.705400 -1.868804 2.988848  -0.3715
I: -0.932863 -4.267656 -2.301960  -0.7540
I: -1.286365 0.785554 -1.984982  0.1688
C: -2.462601 -0.927851 -1.011101  0.1599
C: -3.648043 -1.402959 -1.502989  -0.3972
C: -4.362531 -2.304111 -0.735065  -0.3355
C: -3.732148 -2.834388 0.382619  -0.4899
C: -2.485642 -2.349173 0.802448  -0.4741
N: -1.811961 -1.357742 0.095127  0.3399
H: -4.068256 -0.956653 -2.412566  0.3441
H: -5.329079 -2.697738 -1.029115  0.3862
H: -4.110954 -3.722327 0.903395  0.3409
H: -1.972301 -2.712365 1.662486  0.3230

Forces on atoms 1 to 3 (eV/Å):
0.54 0.09 -0.55
1.47 0.69 -0.34
-0.75 0.80 1.45

The calculation puts the strongest force on any atom at 4.2 eV/A. The calculation puts the total energy at -5934.507568 hartree. The multiplicity is 3. Its LUMO energy (spin up / spin down) is -1.69 / -2.45 eV. Its frontier orbital gap (spin up / spin down) is 0.1785 / 0.1507 Ha. The relative energy (zero: lowest compared OMol25 entry of this formula, charge and spin) is 123.9 kJ/mol. The expectation value of S² is 2.03. As for the net charge: 0.

3.
Molecular formula: C31H53BrNNiO3P3
Method: DFT, ωB97M-V with the def2-TZVPD basis set

Each line ends with the Mulliken charge.
Geometry (Å):
C: -5.389371 3.416384 -3.202386  -0.2828
C: -4.011074 3.738574 -3.406961  0.4515
C: -3.706376 4.575432 -4.500259  -0.4440
C: -4.748054 5.091560 -5.272110  -0.3640
N: -6.024410 4.807431 -5.038905  -0.5090
C: -6.352305 3.994427 -4.041404  -0.3836
C: -2.966600 3.197999 -2.605171  1.2549
C: -2.281507 2.401869 -1.919692  -1.3447
C: -2.171001 1.236475 -1.023123  1.1513
C: -2.726294 1.074138 0.247093  -1.2149
C: -2.130487 0.155598 1.133012  -0.5019
C: -1.017395 -0.599539 0.699038  -0.7904
C: -0.753131 -0.743737 -0.663043  -0.5263
C: -1.304398 0.209261 -1.535090  -0.8247
Ni: -0.353107 2.112148 -1.924554  -0.1880
P: 1.118176 1.820312 2.178912  0.6211
H: -2.675532 4.787925 -4.753710  0.4185
H: -5.703959 2.719283 -2.432060  0.4148
H: -4.523148 5.765086 -6.114809  0.3555
H: -7.414617 3.781083 -3.887554  0.3771
H: -1.404494 -0.109437 -2.578784  0.7653
H: -3.564832 1.686278 0.573581  0.5721
H: -0.111350 -1.540200 -1.027278  0.9219
H: -2.496213 0.062114 2.154884  0.9591
C: 2.571804 1.016674 3.038744  -0.3353
C: 3.416524 1.881164 3.958747  -1.4631
H: 3.196871 0.599026 2.241149  0.1512
H: 2.191858 0.141627 3.592053  0.5309
H: 4.163831 1.270949 4.477615  0.4698
H: 3.963455 2.649735 3.405713  0.2641
H: 2.813857 2.369879 4.729569  0.2785
C: 1.453069 3.621117 2.056020  -0.5134
C: 0.210977 4.428352 1.676191  -1.3347
H: 2.210007 3.718449 1.275910  0.4728
H: 1.902972 4.004701 2.991052  0.5907
H: 0.491613 5.254046 1.007438  0.4004
H: -0.524021 3.827779 1.140818  0.2336
H: -0.265730 4.874208 2.549659  0.2966
C: -0.196358 1.777735 3.469562  -0.4132
C: 0.098976 2.496774 4.777018  -1.4610
H: -0.424609 0.719448 3.654572  0.5413
H: -1.091735 2.205986 2.997004  0.4194
H: -0.823703 2.581129 5.367057  0.3898
H: 0.813555 1.946394 5.397019  0.3269
H: 0.472445 3.514664 4.622748  0.3495
Br: 0.292597 -1.197211 1.859379  0.0981
P: 3.256551 0.693606 -2.060681  -0.2224
C: 3.339679 1.636134 -0.486598  0.8533
C: 4.783025 1.874933 -0.046442  -1.5091
H: 2.774093 1.067791 0.272522  -0.9949
H: 2.825011 2.600841 -0.615989  0.5891
H: 4.833414 2.568688 0.800600  0.3310
H: 5.291008 0.952937 0.250930  0.3399
H: 5.372841 2.318650 -0.854780  0.4785
C: 3.073234 -1.028281 -1.401295  1.4017
C: 3.731542 -2.097220 -2.269702  -1.4299
H: 2.004586 -1.228332 -1.257634  -1.0389
H: 3.553026 -1.037100 -0.411181  0.2892
H: 3.529606 -3.107348 -1.887021  0.2749
H: 3.386137 -2.062191 -3.310694  0.3550
H: 4.821064 -1.977878 -2.287287  0.4198
C: 1.661372 1.164853 -2.788632  0.4645
C: 1.960719 1.993679 -4.041700  -1.5048
H: 1.161170 1.741974 -1.901819  -0.0338
H: 1.121293 0.242748 -3.088177  0.3545
H: 1.093898 2.074200 -4.692765  0.4209
H: 2.273177 2.998819 -3.771769  0.3911
H: 2.766561 1.519634 -4.599751  0.4439
C: -4.024382 -3.295734 1.803296  -1.4627
C: -2.886050 -3.167907 0.829237  0.7877
O: -2.518375 -4.511641 0.478719  -0.2794
P: -1.471061 -4.750226 -0.778658  -0.2899
O: -1.193372 -6.349535 -0.605591  -0.2552
C: -1.296845 -7.119294 0.631641  -0.2373
C: -0.351432 -6.695201 1.721606  -0.7893
O: -0.158231 -4.035593 -0.059672  0.0632
C: 1.145046 -4.453516 -0.498286  -0.3249
C: 2.140184 -4.100266 0.566564  -1.0090
H: -4.864076 -3.851230 1.367328  0.3706
H: -4.347810 -2.299013 2.072427  0.4115
H: -3.685117 -3.826408 2.706446  0.3307
H: -3.179392 -2.603439 -0.072336  0.1627
H: -2.052365 -2.640724 1.312203  -0.2903
H: -2.337371 -7.086668 0.959069  0.2720
H: -1.061190 -8.137676 0.298207  0.3306
H: -0.647073 -5.723920 2.144654  0.1386
H: -0.419093 -7.441599 2.517723  0.4601
H: 0.681326 -6.656799 1.362675  0.1719
H: 1.125598 -5.539894 -0.684148  0.5836
H: 1.368936 -3.939777 -1.439977  0.3425
H: 2.205544 -3.015403 0.679647  -0.1777
H: 3.104155 -4.476966 0.259260  0.4725
H: 1.882663 -4.535794 1.533168  0.3622

Forces on atoms 1 to 3 (eV/Å):
0.67 0.15 0.11
-0.85 1.01 -1.33
-0.20 -0.23 0.31

The calculation puts the strongest force on any atom at 3.5 eV/A. The calculation puts the total energy at -6599.146430 hartree. The multiplicity is 3. Its LUMO energy (spin up / spin down) is -6.68 / -9.15 eV. Its frontier orbital gap (spin up / spin down) is 0.2279 / 0.1372 Ha. The relative energy (zero: lowest compared OMol25 entry of this formula, charge and spin) is 157.4 kJ/mol. The expectation value of S² is 2.03. As for the net charge: +2.

4.
Molecular formula: CH4N2O3
Method: DFT, ωB97M-V with the def2-TZVPD basis set

Each line ends with the Mulliken charge.
Geometry (Å):
C: 0.266255 -0.122864 -0.459595  -0.5107
N: 0.121473 -0.147146 0.915631  -0.2428
N: 0.021445 2.084342 1.405630  0.8021
O: 0.501730 2.872839 0.670245  -0.4546
O: -0.347300 2.111337 2.548278  -0.4696
O: -1.156203 -0.468433 1.190691  -0.3162
H: -0.670062 -0.462364 -0.875382  0.3882
H: 0.509118 0.927278 -0.600703  0.1883
H: 1.159609 -0.652227 -0.644593  0.2563
H: -1.247077 -0.812015 2.136333  0.3591

Forces on atoms 1 to 3 (eV/Å):
-0.44 1.32 -0.12
-0.06 -0.13 3.15
-0.55 -1.58 1.26

The calculation puts the strongest force on any atom at 3.2 eV/A. The calculation puts the total energy at -375.497549 hartree. The multiplicity is 1. Its LUMO energy (spin up / spin down) is 0.24 / -0.85 eV. Its frontier orbital gap (spin up / spin down) is 0.3592 / 0.2912 Ha. The relative energy (zero: lowest compared OMol25 entry of this formula, charge and spin) is 445.6 kJ/mol. As for the net charge: 0.

5.
Molecular formula: C3H4OS
Method: DFT, ωB97M-V with the def2-TZVPD basis set

Each line ends with the Mulliken charge.
Geometry (Å):
C: 0.338222 0.687815 -1.004880  0.4309
C: 0.721436 -0.686896 -0.407298  -0.5179
C: -0.159035 0.313208 0.331733  -0.1624
O: 0.446027 1.454897 -1.898611  -0.4284
S: -1.865763 0.387018 0.733061  -0.2045
H: 0.171196 -1.557904 -0.792744  0.2801
H: 1.588640 -0.745886 0.267086  0.2879
H: 0.644041 0.898431 1.417861  0.2092
H: -1.884764 -0.750684 1.353793  0.1051

Forces on atoms 1 to 3 (eV/Å):
1.30 -1.40 1.83
-0.73 0.36 -0.09
1.75 3.70 3.24

The calculation puts the strongest force on any atom at 5.2 eV/A. The calculation puts the total energy at -590.003383 hartree. The multiplicity is 1. Its LUMO energy is 0.00 eV. Its frontier orbital gap is 0.3347 Ha. The relative energy (zero: lowest compared OMol25 entry of this formula, charge and spin) is 318.4 kJ/mol. As for the net charge: 0.

6.
Molecular formula: C5H11NO
Method: DFT, ωB97M-V with the def2-TZVPD basis set

Each line ends with the Mulliken charge.
Geometry (Å):
C: -0.564323 1.822157 -0.393568  -0.6961
C: 0.091460 1.438531 -1.718039  -0.6915
C: 1.768377 -0.587549 -0.616910  -0.7602
N: 0.990247 -0.786496 0.442885  0.0360
C: -0.176699 -1.621755 0.381111  0.6079
O: -0.637875 -1.983293 -0.664857  -0.4763
C: -0.781622 -1.928807 1.730904  -1.0424
H: -1.271899 2.642797 -0.545757  0.3421
H: -1.128893 0.984697 0.041371  0.1348
H: 0.165228 2.161853 0.356177  0.2324
H: -0.650785 1.281314 -2.506058  0.2717
H: 0.806409 2.197807 -2.050479  0.2961
H: 0.638929 0.494560 -1.657577  0.2550
H: 2.471727 0.217459 -0.318123  0.2757
H: 1.118047 -0.327315 1.345073  0.2826
H: -1.476622 -1.126134 2.012346  0.2684
H: -0.016754 -2.018125 2.510009  0.3411
H: -1.344952 -2.861701 1.651490  0.3226

Forces on atoms 1 to 3 (eV/Å):
-0.06 0.05 0.01
-0.10 0.23 -0.05
0.04 0.00 0.51

The calculation puts the strongest force on any atom at 0.5 eV/A. The calculation puts the total energy at -327.010255 hartree. The multiplicity is 1. Its LUMO energy is 0.43 eV. Its frontier orbital gap is 0.3348 Ha. The relative energy (zero: lowest compared OMol25 entry of this formula, charge and spin) is 317.9 kJ/mol. As for the net charge: 0.